Density functional theory data (ωB97M-V/def2-TZVPD) for a 7-piece molecular cluster, C50H112NO overall.

Structure (ORCA input):
```
! wB97M-V def2-TZVPD RIJCOSX def2/J DEFGRID3
* xyz 0 2
C -0.54 3.48 1.45
C 0.57 2.59 0.89
C 0.28 1.98 -0.50
C 0.69 2.75 -1.76
C 0.11 4.17 -1.74
C 2.18 2.79 -2.19
C 2.92 1.43 -2.23
C 4.11 1.20 -1.28
C 3.66 0.78 0.13
C 5.00 0.11 -1.89
N 4.95 2.43 -1.14
O 5.68 2.47 -0.11
C 4.53 3.73 -1.75
C 5.29 4.85 -1.07
C 4.88 3.71 -3.25
C 3.02 3.87 -1.52
H -1.53 3.16 1.11
H -0.53 3.47 2.54
H -0.42 4.53 1.15
H 0.73 1.76 1.59
H 1.51 3.14 0.88
H -0.82 1.86 -0.55
H 0.67 0.96 -0.54
H 0.18 2.24 -2.59
H 0.40 4.74 -2.64
H 0.45 4.75 -0.87
H -0.99 4.15 -1.72
H 2.11 3.09 -3.25
H 2.22 0.60 -2.05
H 3.28 1.28 -3.25
H 2.74 0.19 0.07
H 4.43 0.18 0.63
H 3.48 1.65 0.76
H 4.41 -0.78 -2.11
H 5.45 0.46 -2.83
H 5.81 -0.15 -1.20
H 6.37 4.65 -1.10
H 5.09 5.78 -1.60
H 4.99 4.97 -0.02
H 5.01 4.73 -3.62
H 4.13 3.22 -3.87
H 5.83 3.18 -3.41
H 2.73 4.85 -1.93
H 2.85 3.93 -0.43
C 8.92 4.66 -4.79
C 9.20 4.56 -3.30
C 9.02 5.89 -2.56
C 9.94 7.02 -3.01
C 11.43 6.70 -2.92
C 11.91 6.39 -1.51
H 9.60 5.35 -5.29
H 9.02 3.69 -5.28
H 7.90 5.01 -4.97
H 10.22 4.18 -3.14
H 8.53 3.82 -2.85
H 9.16 5.71 -1.49
H 7.98 6.21 -2.67
H 9.73 7.90 -2.40
H 9.70 7.30 -4.04
H 11.99 7.55 -3.31
H 11.67 5.86 -3.58
H 11.70 7.23 -0.84
H 12.98 6.21 -1.48
H 11.42 5.51 -1.10
C 3.07 -2.94 0.70
C 1.62 -2.73 1.12
C 1.47 -1.99 2.46
C 2.11 -2.70 3.65
C 1.63 -4.13 3.87
C 0.13 -4.23 4.14
H 3.61 -3.56 1.41
H 3.12 -3.44 -0.27
H 3.59 -1.99 0.61
H 1.11 -3.69 1.17
H 1.09 -2.16 0.35
H 0.40 -1.84 2.65
H 1.90 -0.99 2.37
H 1.92 -2.11 4.55
H 3.20 -2.71 3.52
H 2.18 -4.56 4.71
H 1.88 -4.75 3.00
H -0.15 -3.63 5.01
H -0.17 -5.26 4.33
H -0.46 -3.87 3.29
C -1.87 -0.52 1.17
C -2.97 -1.23 0.39
C -4.38 -0.80 0.81
C -4.71 -1.08 2.28
C -4.61 -2.55 2.70
C -5.55 -3.46 1.91
H -1.92 -0.74 2.23
H -0.88 -0.82 0.81
H -1.95 0.56 1.04
H -2.86 -2.31 0.51
H -2.85 -1.03 -0.68
H -5.11 -1.29 0.17
H -4.48 0.27 0.63
H -5.74 -0.74 2.46
H -4.08 -0.48 2.93
H -4.84 -2.62 3.76
H -3.58 -2.90 2.58
H -6.59 -3.13 2.02
H -5.49 -4.49 2.26
H -5.32 -3.45 0.85
C -8.56 3.85 1.97
C -7.77 3.22 3.11
C -6.74 4.16 3.74
C -5.66 4.66 2.78
C -4.87 3.56 2.08
C -4.12 2.65 3.04
H -7.91 4.14 1.14
H -9.31 3.16 1.58
H -9.09 4.74 2.31
H -7.27 2.31 2.75
H -8.46 2.89 3.89
H -6.27 3.65 4.59
H -7.27 5.02 4.16
H -4.97 5.30 3.34
H -6.12 5.31 2.02
H -4.16 4.02 1.39
H -5.54 2.96 1.46
H -3.41 3.22 3.66
H -3.55 1.89 2.50
H -4.80 2.12 3.71
C 3.08 -9.74 0.06
C 3.38 -9.08 -1.28
C 4.14 -7.76 -1.15
C 3.41 -6.67 -0.36
C 2.03 -6.30 -0.89
C 2.06 -5.73 -2.30
H 2.44 -9.11 0.69
H 2.57 -10.69 -0.07
H 4.00 -9.93 0.62
H 2.44 -8.91 -1.82
H 3.96 -9.76 -1.89
H 4.38 -7.39 -2.15
H 5.10 -7.95 -0.67
H 4.04 -5.77 -0.34
H 3.32 -6.98 0.69
H 1.59 -5.55 -0.21
H 1.37 -7.16 -0.86
H 2.70 -4.84 -2.36
H 1.06 -5.43 -2.63
H 2.44 -6.45 -3.02
C -12.65 -2.31 -0.61
C -11.72 -3.36 -1.21
C -10.87 -4.09 -0.17
C -9.93 -3.19 0.64
C -8.96 -2.37 -0.20
C -8.01 -3.22 -1.04
H -12.09 -1.52 -0.11
H -13.26 -1.83 -1.38
H -13.32 -2.75 0.12
H -11.07 -2.89 -1.96
H -12.31 -4.10 -1.76
H -10.29 -4.87 -0.67
H -11.54 -4.61 0.52
H -9.36 -3.82 1.33
H -10.52 -2.51 1.26
H -8.37 -1.74 0.47
H -9.51 -1.68 -0.85
H -7.44 -3.90 -0.40
H -7.30 -2.60 -1.59
H -8.54 -3.83 -1.78
*
```

## Properties
Highest occupied orbital energy (alpha / beta) ... -7.618 / -9.207 eV
<S²> ... 0.75

Density functional theory data (ωB97M-V/def2-TZVPD) for C2H9O3 as an isolated structure.

Structure (ORCA input):
```
! wB97M-V def2-TZVPD RIJCOSX def2/J DEFGRID3
* xyz -1 1
C -1.82 -0.31 0.94
O -0.99 -0.90 -0.01
C -1.88 1.23 0.73
H -1.48 -0.58 1.98
H -2.79 -0.82 0.88
H -2.78 1.74 1.08
H -1.81 1.32 -0.36
H -0.99 1.64 1.19
H 2.38 -0.09 -0.80
H 3.31 -1.36 -1.01
O 3.30 -0.42 -1.21
H 0.85 1.07 -0.88
H 0.10 -0.37 -0.06
O 1.06 0.32 -0.33
*
```

## Properties
ΔE to the lowest compared entry with this formula, charge and spin ... 0.361 eV
Highest occupied orbital energy ... -4.198 eV

Density functional theory data (ωB97M-V/def2-TZVPD) for a 2-piece molecular cluster, C20H18F4N overall.

Structure (ORCA input):
```
! wB97M-V def2-TZVPD RIJCOSX def2/J DEFGRID3
* xyz 1 1
C -2.98 -2.22 -2.15
C -1.62 -1.67 -2.15
C -1.20 -0.34 -2.16
C 0.21 -0.34 -2.15
C 0.64 -1.67 -2.15
C 2.00 -2.22 -2.16
N -0.49 -2.45 -2.14
C -0.52 -3.91 -2.15
H -3.68 -1.38 -2.15
H -3.20 -2.82 -3.05
H -3.20 -2.82 -1.26
H -1.86 0.52 -2.17
H 0.87 0.52 -2.17
H 2.69 -1.36 -2.16
H 2.23 -2.81 -1.27
H 2.22 -2.81 -3.06
H 0.49 -4.31 -2.15
H -1.04 -4.31 -1.26
H -1.04 -4.30 -3.04
F -1.43 0.00 5.12
C -0.55 -0.29 4.10
C -0.02 -1.58 4.04
C 0.87 -1.83 2.99
F 1.43 -3.09 2.89
C 1.22 -0.89 2.05
C 0.66 0.43 2.11
C 1.07 1.33 1.09
C 0.69 2.67 0.81
C 1.32 3.27 -0.33
C 1.00 4.55 -0.70
F 1.62 5.09 -1.81
C 0.09 5.34 -0.01
C -0.51 4.76 1.10
F -1.42 5.51 1.82
C -0.25 3.46 1.53
C -0.23 0.72 3.19
H -0.28 -2.34 4.76
H 1.92 -1.11 1.25
H 1.84 0.92 0.42
H 2.05 2.68 -0.89
H -0.15 6.36 -0.32
H -0.76 3.07 2.40
H -0.67 1.70 3.32
*
```

## Properties
Highest occupied orbital energy ... -10.107 eV

Density functional theory data (ωB97M-V/def2-TZVPD) for one molecule with the formula C15H25NO2.

Structure (ORCA input):
```
! wB97M-V def2-TZVPD RIJCOSX def2/J DEFGRID3
* xyz 0 1
C -5.11 0.80 2.36
H -5.99 0.51 1.79
H -4.50 -0.08 2.53
H -5.44 1.18 3.33
C -4.30 1.86 1.61
C -3.86 1.35 0.27
C -4.57 1.65 -0.88
C -4.19 1.15 -2.11
C -3.08 0.34 -2.20
C -2.35 0.02 -1.06
C -2.74 0.52 0.18
O -2.10 0.24 1.36
C -0.88 -0.45 1.36
C 0.29 0.44 0.91
C 1.64 -0.27 0.98
C 1.82 -1.34 -0.10
C 3.18 -2.04 -0.01
N 4.35 -1.22 -0.20
H 4.40 -0.51 0.53
C 4.49 -0.59 -1.50
C 5.92 -0.08 -1.63
O 6.85 -1.11 -1.44
H 6.51 -1.65 -0.72
H 6.09 0.72 -0.89
H 6.10 0.33 -2.63
H 3.79 0.23 -1.68
H 4.32 -1.37 -2.26
H 3.22 -2.83 -0.77
H 3.27 -2.52 0.97
H 1.04 -2.10 0.00
H 1.71 -0.88 -1.09
H 2.42 0.49 0.86
H 1.76 -0.73 1.96
H 0.30 1.32 1.55
H 0.11 0.79 -0.11
H -0.94 -1.36 0.75
H -0.73 -0.74 2.40
H -1.49 -0.62 -1.16
H -2.76 -0.06 -3.15
H -4.75 1.41 -3.00
H -5.44 2.29 -0.80
H -3.43 2.12 2.21
H -4.92 2.76 1.48
*
```

## Properties
Structure (SMILES) ... CCc1ccccc1OCCCCCNCCO
ΔE to the lowest compared entry with this formula, charge and spin ... 1.282 eV
Highest occupied orbital energy ... -8.392 eV